A gas-phase ion, C3H10N3 (charge +1), computed with ωB97M-V/def2-TZVPD.

Computed properties:
energy relative to the best compared isomer or geometry (same formula, charge and spin): 11.9 kcal/mol
total energy: -284.35695 a.u.
E_HOMO: -15.3 eV
total charge: +1
orbital gap: 12.04 eV

Structure (XYZ):
```
16
C3H10N3 | the Open Molecules 2025 dataset | ωB97M-V/def2-TZVPD
C 0.03 -0.57 -2.37
C -0.48 0.12 -1.14
N 0.50 -0.04 -0.06
C 0.23 0.21 1.20
N 1.20 -0.13 2.16
N -0.78 0.99 1.56
H 1.02 -0.23 -2.66
H -0.65 -0.53 -3.21
H 0.21 -1.61 -2.14
H -0.70 1.18 -1.26
H -1.40 -0.33 -0.75
H 1.16 -0.79 -0.21
H 1.12 -1.11 2.46
H 1.01 0.40 3.01
H -0.95 1.27 2.50
H -1.52 1.17 0.90
```

A gas-phase ion, C3H10N3 (charge +1), computed with ωB97M-V/def2-TZVPD.

Computed properties:
energy relative to the best compared isomer or geometry (same formula, charge and spin): 83.9 kcal/mol
total energy: -284.24234 a.u.
E_HOMO: -14.1 eV
total charge: +1
orbital gap: 11.02 eV

Structure (XYZ):
```
16
C3H10N3 | the Open Molecules 2025 dataset | ωB97M-V/def2-TZVPD
C 0.97 0.23 1.54
N 0.07 -0.26 0.44
C -1.08 -1.15 0.65
N -0.13 0.80 -0.45
C 0.10 0.54 -1.68
N -0.20 1.50 -2.58
H 0.48 1.02 2.02
H 0.97 -0.40 2.45
H 1.97 0.50 1.34
H 0.82 -0.76 -0.11
H -1.45 -1.76 -0.17
H -0.70 -1.75 1.40
H -1.96 -0.64 1.15
H 0.60 -0.37 -1.85
H -0.32 1.42 -3.56
H -0.83 2.25 -2.24
```

A gas-phase ion, C3H10N3 (charge +1), computed with ωB97M-V/def2-TZVPD.

Computed properties:
energy relative to the best compared isomer or geometry (same formula, charge and spin): 39.4 kcal/mol
total energy: -284.31317 a.u.
E_HOMO: -13.9 eV
total charge: +1
orbital gap: 10.66 eV

Structure (XYZ):
```
16
C3H10N3 | the Open Molecules 2025 dataset | ωB97M-V/def2-TZVPD
C -0.39 1.99 -0.07
N 0.68 1.20 0.42
C 0.70 -0.11 0.36
N 1.64 -0.87 0.90
C -0.45 -0.74 -0.33
N -0.54 -2.24 -0.51
H -0.19 3.03 0.09
H -0.71 1.71 -1.06
H -1.33 1.64 0.46
H 1.35 1.72 1.13
H 2.63 -0.75 1.20
H 1.48 -1.92 0.80
H -1.45 -0.30 0.12
H -0.49 -0.37 -1.33
H -1.31 -2.41 -1.14
H -0.58 -2.80 0.36
```

A gas-phase ion, C3H10N3O (charge +1), computed with ωB97M-V/def2-TZVPD.

Computed properties:
energy relative to the best compared isomer or geometry (same formula, charge and spin): 68.9 kcal/mol
total energy: -359.53012 a.u.
E_HOMO: -13.5 eV
total charge: +1
orbital gap: 9.78 eV

Structure (XYZ):
```
17
C3H10N3O | the Open Molecules 2025 dataset | ωB97M-V/def2-TZVPD
N 0.51 -1.20 0.08
C 1.13 0.06 -0.49
N 2.52 0.34 -0.09
C 0.25 1.14 0.19
O -1.08 0.99 -0.36
C -1.82 0.19 0.31
N -2.81 -0.40 -0.23
H 1.26 -1.51 0.79
H 0.54 -1.90 -0.65
H 1.11 0.18 -1.66
H 2.48 0.37 1.01
H 3.11 -0.32 -0.43
H 0.16 0.91 1.19
H 0.73 2.08 -0.03
H -1.46 -0.04 1.29
H -2.98 -0.15 -1.23
H -3.63 -0.73 0.29
```

2 unconnected molecules or ions with the total composition C3H10N3O, computed with ωB97M-V/def2-TZVPD.

Computed properties:
energy relative to the best compared isomer or geometry (same formula, charge and spin): 43.3 kcal/mol
total energy: -359.57096 a.u.
E_HOMO: -14.4 eV
total charge: +1
orbital gap: 11.67 eV

Structure (XYZ):
```
17
C3H10N3O | the Open Molecules 2025 dataset | ωB97M-V/def2-TZVPD
C 1.90 -0.53 -0.34
C 1.38 0.90 -0.52
C -2.45 -0.21 -0.07
N -1.43 -0.73 -0.15
N -3.60 0.37 0.03
N 0.98 -1.23 0.58
O 0.82 1.29 0.72
H 1.92 -1.05 -1.30
H 2.91 -0.52 0.08
H 2.21 1.55 -0.81
H 0.61 0.93 -1.31
H 0.72 2.25 0.75
H -0.06 -1.08 0.25
H -3.78 1.24 -0.45
H -4.38 -0.17 0.37
H 1.19 -2.23 0.67
H 1.05 -0.78 1.50
```

2 unconnected molecules or ions with the total composition C3H10N3O2, computed with ωB97M-V/def2-TZVPD.

Computed properties:
energy relative to the best compared isomer or geometry (same formula, charge and spin): 182.0 kcal/mol
total energy: -434.61012 a.u.
E_HOMO: -14.5 eV
total charge: +1
orbital gap: 10.48 eV

Structure (XYZ):
```
18
C3H10N3O2 | the Open Molecules 2025 dataset | ωB97M-V/def2-TZVPD
C -0.25 1.27 -0.05
C -1.11 -0.56 1.23
C -1.80 -0.23 -1.10
N 1.67 0.59 -0.84
N 2.44 -0.13 -0.22
N -1.06 0.24 0.07
O 1.73 -0.99 0.65
O 3.65 -0.18 -0.30
H -0.34 2.05 -0.87
H 0.23 1.73 0.84
H 2.27 -1.53 1.38
H -2.15 -0.63 1.49
H -0.97 -1.64 1.08
H -0.40 -0.18 1.91
H -2.76 -0.62 -0.70
H -1.98 0.63 -1.69
H -1.19 -1.15 -1.42
H 2.06 1.33 -1.46
```

A single C3H10N3OPS molecule, computed with ωB97M-V/def2-TZVPD.

Computed properties:
energy relative to the best compared isomer or geometry (same formula, charge and spin): 42.1 kcal/mol
total energy: -1099.27024 a.u.
E_HOMO: -9.2 eV
total charge: 0
orbital gap: 9.83 eV

Structure (XYZ):
```
19
C3H10N3OPS | the Open Molecules 2025 dataset | ωB97M-V/def2-TZVPD
C 1.21 -1.38 1.91
C -0.06 -0.96 1.94
C -0.71 0.31 2.41
N 1.21 -0.46 -2.19
N -1.05 0.35 -3.16
N -1.68 0.84 1.49
O -0.11 0.77 -0.72
P -0.44 -0.49 -1.76
S -1.19 1.61 0.29
H 1.61 -2.21 1.25
H 2.01 -0.69 2.21
H -0.85 -1.74 1.64
H 0.15 1.02 2.53
H -1.10 0.09 3.41
H 1.32 0.02 -3.06
H 1.84 -1.26 -2.14
H -1.75 1.06 -2.90
H -0.42 0.71 -3.85
H 0.00 2.42 0.71
```

A gas-phase ion, C3H10N3OS (charge +1), computed with ωB97M-V/def2-TZVPD.

Computed properties:
energy relative to the best compared isomer or geometry (same formula, charge and spin): 29.1 kcal/mol
total energy: -757.73987 a.u.
E_HOMO: -13.7 eV
total charge: +1
orbital gap: 10.59 eV

Structure (XYZ):
```
18
C3H10N3OS | the Open Molecules 2025 dataset | ωB97M-V/def2-TZVPD
N -2.08 -0.27 1.28
C -1.19 0.39 0.61
O -0.77 1.54 0.99
C -0.50 -0.38 -0.53
N -0.82 -1.72 -0.52
C 1.20 0.04 -0.56
N 1.27 1.47 -0.47
S 1.98 -0.72 0.91
H -2.61 -1.19 1.17
H -2.42 0.26 2.08
H -0.86 0.17 -1.40
H -0.45 -2.16 -1.33
H -0.42 -1.92 0.46
H 1.64 -0.31 -1.42
H 1.10 1.96 -1.37
H 2.25 1.83 -0.08
H 0.43 1.58 0.29
H 1.33 0.12 1.77
```

Which value of orbital gap does entry 8 give?
10.59 eV

Which value of E_HOMO does entry 3 give?
-13.9 eV

Among the records above, which one has the lowest energy relative to the best compared isomer or geometry (same formula, charge and spin)?
number 1

Copy entry 5 word for word.
2 unconnected molecules or ions with the total composition C3H10N3O, computed with ωB97M-V/def2-TZVPD.

Computed properties:
energy relative to the best compared isomer or geometry (same formula, charge and spin): 43.3 kcal/mol
total energy: -359.57096 a.u.
E_HOMO: -14.4 eV
total charge: +1
orbital gap: 11.67 eV

Structure (XYZ):
```
17
C3H10N3O | the Open Molecules 2025 dataset | ωB97M-V/def2-TZVPD
C 1.90 -0.53 -0.34
C 1.38 0.90 -0.52
C -2.45 -0.21 -0.07
N -1.43 -0.73 -0.15
N -3.60 0.37 0.03
N 0.98 -1.23 0.58
O 0.82 1.29 0.72
H 1.92 -1.05 -1.30
H 2.91 -0.52 0.08
H 2.21 1.55 -0.81
H 0.61 0.93 -1.31
H 0.72 2.25 0.75
H -0.06 -1.08 0.25
H -3.78 1.24 -0.45
H -4.38 -0.17 0.37
H 1.19 -2.23 0.67
H 1.05 -0.78 1.50
```